No. 1
Entry from OMol25: an isolated molecule of C5H11NO (ωB97M-V/def2-TZVPD).

Each line ends with the Löwdin charge.
Cartesian coordinates (Å):
C (2.6649, 0.6558, 0.0157)  -0.110
O (1.4636, 0.9125, -0.6652)  -0.148
C (0.6552, -0.2226, -0.5915)  -0.337
C (-0.0643, -0.4989, 0.7441)  -0.131
N (-1.3071, -0.7120, -0.0051)  -0.203
C (-2.5173, -0.1757, 0.5686)  -0.110
C (-0.7466, -0.0460, -1.1908)  -0.108
H (2.5053, 0.5911, 1.1043)  0.091
H (3.3523, 1.4749, -0.2057)  0.092
H (3.0770, -0.3101, -0.3230)  0.091
H (1.2379, -1.0960, -0.9350)  0.147
H (0.2669, -1.3549, 1.3420)  0.114
H (-0.0740, 0.4093, 1.3713)  0.124
H (-2.4292, 0.8965, 0.8322)  0.084
H (-2.7645, -0.7350, 1.4780)  0.083
H (-3.3449, -0.2910, -0.1392)  0.082
H (-0.9993, 1.0272, -1.2507)  0.125
H (-0.9760, -0.5252, -2.1499)  0.114

Forces on atoms 1 to 6 (eV/Å):
0.2943 0.0135 0.1338
-0.0637 -0.0001 -0.0363
-0.1284 -0.1939 -0.0439
0.1710 -0.0502 0.2313
-0.0890 -0.0177 0.0432
-0.1329 -0.0179 0.0222

Calculated values
SMILES	COC1CN(C)C1
gap between HOMO and LUMO	9.80	eV

No. 2
Entry from OMol25: an isolated molecule of C5H11NO at a distorted geometry (ωB97M-V/def2-TZVPD).

Each line ends with the Löwdin charge.
Cartesian coordinates (Å):
O (1.5062, -1.8579, 1.3659)  -0.049
C (0.5449, -0.8528, 1.4887)  -0.261
C (0.4455, -0.0652, 0.1880)  -0.300
C (-0.3623, -0.6394, -1.0100)  -0.151
C (-0.9513, 0.5473, -1.8560)  -0.172
C (-1.1381, 1.5703, -0.6782)  -0.233
N (-0.2468, 1.3094, 0.4957)  -0.025
H (2.2432, -1.2899, 1.0894)  0.087
H (-0.3381, -1.3239, 1.8076)  0.109
H (0.7779, -0.0403, 2.1868)  0.117
H (1.4432, 0.2517, -0.1902)  0.140
H (0.2454, -1.3742, -1.6433)  0.137
H (-1.2210, -1.0175, -0.5283)  0.089
H (-1.9159, 0.2779, -2.2258)  0.078
H (-0.1759, 0.9248, -2.7020)  0.142
H (-2.1531, 1.3280, -0.4721)  0.077
H (-1.0350, 2.7021, -0.9060)  0.133
H (0.5757, 1.8974, 0.3913)  0.082

Forces on atoms 1 to 6 (eV/Å):
1.1504 0.5470 0.0583
0.3174 1.3914 -0.9941
-1.1873 1.8166 -1.1525
1.5169 0.3948 -0.9243
4.0999 1.1941 0.3498
0.7390 1.6660 -0.7667

Calculated values
SMILES	OC[C@H]1CCCN1
gap between HOMO and LUMO	10.18	eV

No. 3
Entry from OMol25: an isolated molecule of C5H11NO (ωB97M-V/def2-TZVPD).

Each line ends with the Löwdin charge.
Cartesian coordinates (Å):
C (-0.4234, 1.4972, -0.9031)  -0.053
C (0.5033, 0.6056, -0.0777)  -0.401
C (0.5758, 1.0462, 1.3850)  -0.052
N (0.1296, -0.8050, -0.1927)  -0.129
C (-1.1906, -1.2571, 0.2103)  -0.056
C (0.9971, -1.6899, -0.7527)  -0.329
O (2.1100, -1.4319, -1.1721)  0.011
H (-1.4528, 1.4718, -0.5244)  0.074
H (-0.0826, 2.5373, -0.8609)  0.081
H (-0.4332, 1.1808, -1.9510)  0.085
H (1.5079, 0.6505, -0.5065)  0.133
H (1.2602, 0.4042, 1.9487)  0.085
H (0.9378, 2.0779, 1.4520)  0.081
H (-0.4066, 1.0134, 1.8727)  0.072
H (-1.6889, -0.4716, 0.7824)  0.080
H (-1.8256, -1.4985, -0.6503)  0.092
H (-1.1207, -2.1389, 0.8550)  0.090
H (0.5778, -2.7153, -0.7907)  0.137

Forces on atoms 1 to 6 (eV/Å):
-0.0487 0.0202 -0.0262
0.0769 0.1216 -0.0016
-0.0127 0.0039 0.0586
0.1967 -0.1187 -0.1041
-0.1430 -0.0535 0.0493
0.0136 0.1054 0.0274

Calculated values
SMILES	CC(C)N(C)C=O
gap between HOMO and LUMO	10.11	eV

No. 4
Entry from OMol25: a cluster of 2 separate species, C5H11NO in total at a distorted geometry (ωB97M-V/def2-TZVPD).

Each line ends with the Löwdin charge.
Cartesian coordinates (Å):
C (-0.0546, -1.5507, 0.9882)  -0.001
C (1.0716, -1.2949, 0.3027)  -0.202
C (1.6095, 0.0485, 0.0439)  -0.135
C (0.8000, 1.0760, -0.2574)  -0.107
C (1.4364, 2.5063, -0.2416)  -0.274
N (2.3795, 2.6076, -1.3805)  -0.019
H (-0.5228, -2.4854, 0.6882)  0.057
H (-0.6075, -0.7181, 1.4102)  0.050
H (1.6589, -2.2054, 0.1369)  0.093
H (2.6983, 0.0869, -0.0655)  0.113
H (0.0043, 1.0262, -0.9971)  0.111
H (0.5353, 3.1251, -0.3478)  0.098
H (1.9786, 2.5024, 0.6916)  0.095
H (1.9312, 2.3805, -2.2667)  0.062
H (2.5064, 3.6079, -1.5500)  0.058
O (-5.5105, -3.5569, 0.7403)  -0.051
H (-5.5237, -3.3643, 1.6680)  0.019
H (-6.3908, -3.7918, 0.4366)  0.032

Forces on atoms 1 to 6 (eV/Å):
-0.2316 0.7218 -1.7237
0.4211 -0.2063 0.4913
-0.5190 -1.7734 0.0401
2.0261 1.5284 -1.2464
-1.0677 -2.6951 -1.3543
-0.2280 1.3175 -0.1805

Calculated values
SMILES	C=C/C=C/CN.O
gap between HOMO and LUMO	9.11	eV

No. 5
Entry from OMol25: an isolated molecule of C5H11NO (ωB97M-V/def2-TZVPD).

Each line ends with the Löwdin charge.
Cartesian coordinates (Å):
C (-0.6570, 1.5779, 0.4455)  -0.053
C (0.4362, 0.5252, 0.2892)  -0.406
C (0.8072, -0.1966, 1.5822)  -0.052
N (0.0997, -0.4359, -0.7645)  -0.130
C (-1.1254, -1.1956, -0.6067)  -0.048
C (0.9311, -0.4905, -1.8346)  -0.322
O (1.9323, 0.1942, -1.9603)  0.002
H (-1.5724, 1.1726, 0.8941)  0.076
H (-0.2982, 2.3975, 1.0765)  0.082
H (-0.9100, 1.9895, -0.5377)  0.087
H (1.3339, 1.0214, -0.0859)  0.128
H (1.5119, -1.0025, 1.3521)  0.088
H (1.2903, 0.4959, 2.2794)  0.082
H (-0.0638, -0.6330, 2.0854)  0.070
H (-1.1934, -1.4895, 0.4425)  0.080
H (-2.0123, -0.5933, -0.8423)  0.088
H (-1.1501, -2.1125, -1.2082)  0.093
H (0.6400, -1.2245, -2.6067)  0.135

Forces on atoms 1 to 6 (eV/Å):
-0.0551 0.0190 0.0040
0.1464 0.1375 0.0265
-0.0128 -0.0392 0.0499
0.0905 0.0874 -0.0310
-0.0456 -0.0435 -0.0101
0.0788 0.0213 -0.0383

Calculated values
SMILES	CC(C)N(C)C=O
gap between HOMO and LUMO	10.14	eV

No. 6
Entry from OMol25: an isolated molecule of C5H11NO at a distorted geometry (ωB97M-V/def2-TZVPD).

Each line ends with the Löwdin charge.
Cartesian coordinates (Å):
O (-1.8010, 1.9181, -0.6495)  -0.074
C (-1.5605, 0.6169, -0.1005)  -0.215
C (-0.1209, 0.2093, -0.4665)  -0.376
C (0.9488, 0.7166, 0.4598)  -0.102
C (1.8886, -0.5867, 0.7993)  -0.147
C (0.9659, -1.7895, 0.4480)  -0.168
N (-0.1047, -1.2382, -0.5296)  -0.050
H (-2.6806, 2.1894, -0.3974)  0.072
H (-1.6712, 0.6963, 0.9896)  0.113
H (-2.2897, -0.1112, -0.4895)  0.115
H (0.0300, 0.5695, -1.4545)  0.129
H (1.5723, 1.5239, 0.2077)  0.089
H (0.4614, 0.8673, 1.4270)  0.102
H (2.2681, -0.5771, 1.8323)  0.090
H (2.8480, -0.4157, 0.2453)  0.101
H (0.3116, -2.2104, 1.2728)  0.115
H (1.5032, -2.5773, -0.0917)  0.094
H (0.0561, -1.6324, -1.4789)  0.114

Forces on atoms 1 to 6 (eV/Å):
0.3362 -0.1457 -0.1406
0.0720 0.7114 0.1324
-1.2248 -0.1210 -0.7162
0.3402 -3.3023 2.7107
-0.3243 1.4547 -0.5106
-1.4053 0.6624 -1.0396

Calculated values
SMILES	OC[C@H]1CCCN1
gap between HOMO and LUMO	9.74	eV

Ordered relative energy (zero: lowest compared OMol25 entry of this formula, charge and spin) results: 55.0, 55.6, 11.4, 85.7, 12.2, 44.4; unit kcal/mol.
Ordered E_LUMO results: 0.041, 0.031, 0.031, 0.022, 0.031, 0.040; unit Ha.
Ordered HOMO results: -8.7, -9.3, -9.3, -8.5, -9.3, -8.7; unit eV.